This record from the Open Molecules 2025 dataset describes 5 unconnected molecules or ions with the total composition C29H44N2O15. The level of theory is the ωB97M-V functional and the def2-TZVPD basis.

Structure (XYZ):
```
90
Properties=species:S:1:pos:R:3:forces:R:3
C 7.970 -1.989 1.902 -0.1 0.2 -0.2
C 7.183 -0.518 2.013 0.9 -0.3 1.0
C 6.858 -0.207 3.598 -0.3 -1.1 0.2
C 5.252 -0.362 3.910 0.2 -0.7 0.5
C 4.366 0.995 3.663 0.4 0.6 0.0
C 3.565 1.055 2.235 0.1 -0.1 0.1
C 2.452 -0.181 2.046 1.2 0.5 0.2
C 0.900 0.338 2.129 0.8 1.0 -1.1
O 0.635 1.049 0.835 0.9 -0.1 1.8
C 0.612 1.433 3.319 -1.8 4.9 7.7
N 0.338 2.217 4.340 2.6 -7.4 -9.8
C -0.228 -0.846 2.231 -1.2 0.5 -0.6
C -0.813 -1.092 0.711 -3.8 -3.0 -6.9
N -1.355 -1.428 -0.422 5.2 3.2 10.4
C 0.252 -2.208 3.005 0.2 -0.6 -0.3
C 1.041 -3.299 2.058 6.8 -1.5 -0.6
O 2.379 -3.493 2.217 -9.0 1.4 -0.7
O 0.398 -4.158 1.035 0.9 3.0 1.8
H 7.244 -2.901 2.116 1.5 2.0 -0.4
H 8.881 -2.041 2.670 -2.1 0.2 -1.6
H 8.422 -2.101 0.818 -1.0 0.1 2.2
H 6.160 -0.520 1.427 2.3 0.0 0.9
H 7.947 0.292 1.648 -1.8 -1.6 0.4
H 7.272 0.821 3.986 -0.8 -1.9 -0.9
H 7.399 -1.076 4.213 -1.1 2.0 -1.2
H 5.132 -0.700 5.043 0.2 0.8 -2.4
H 4.882 -1.292 3.260 0.6 2.0 1.3
H 5.142 1.901 3.667 -1.7 -1.9 0.0
H 3.625 1.192 4.563 1.4 -0.5 -1.9
H 3.062 2.123 2.130 0.9 -2.1 0.2
H 4.357 0.947 1.380 -1.5 0.3 1.6
H 2.753 -0.987 2.840 -0.9 1.5 -1.6
H 2.661 -0.623 0.957 -1.0 0.8 2.5
H 1.348 1.732 0.661 -1.0 -1.3 0.6
H -1.129 -0.397 2.873 1.9 -1.1 -1.7
H -0.661 -2.757 3.488 1.6 1.2 -1.1
H 0.995 -1.875 3.856 -1.5 -0.8 -1.8
H 0.200 -3.645 0.195 0.2 -0.4 1.5
C -3.858 -3.387 -1.715 -0.2 -0.4 -0.2
C -4.444 -2.801 -2.983 1.2 -0.3 1.0
C -4.943 -1.396 -2.818 0.6 0.6 0.3
O -5.971 -1.317 -3.788 -0.6 -0.8 -0.2
C -6.437 -2.590 -3.967 -1.7 -0.8 -0.9
O -7.451 -2.873 -4.581 2.1 0.7 1.2
O -5.616 -3.501 -3.364 -1.1 0.7 -0.8
H -3.055 -2.758 -1.318 -0.2 -0.1 -0.2
H -4.626 -3.512 -0.944 0.2 0.2 -0.5
H -3.451 -4.384 -1.913 0.0 0.2 0.0
H -3.720 -2.874 -3.804 -0.1 0.1 0.0
H -4.165 -0.655 -3.019 -0.2 0.0 -0.1
H -5.378 -1.200 -1.832 0.1 -0.2 0.0
C 5.316 3.944 -0.561 -0.3 -0.4 0.1
C 6.316 4.197 0.549 -1.0 0.3 -0.9
C 7.591 4.827 0.072 0.1 0.8 -0.4
O 8.537 4.365 1.019 -0.1 -0.9 0.5
C 8.059 3.176 1.498 1.4 -1.4 1.4
O 8.704 2.401 2.182 -1.4 1.8 -1.5
O 6.766 2.974 1.106 1.0 -0.1 0.5
H 5.087 4.863 -1.110 0.1 -0.1 0.1
H 5.687 3.192 -1.266 0.1 0.2 0.1
H 4.383 3.547 -0.145 0.1 0.1 -0.1
H 5.853 4.788 1.349 0.1 0.0 0.0
H 7.540 5.919 0.080 0.2 -0.2 0.1
H 7.900 4.490 -0.923 -0.2 0.0 0.0
C -6.079 0.409 2.829 -0.5 -0.1 -0.1
C -5.292 -0.873 3.007 -0.6 1.2 0.5
C -3.812 -0.694 2.837 0.5 0.5 0.4
O -3.396 -1.968 2.380 -0.4 -0.6 -0.4
C -4.474 -2.525 1.748 -0.1 -2.1 -1.4
O -4.425 -3.532 1.063 -0.1 2.3 2.1
O -5.609 -1.802 1.984 0.9 -0.8 -0.4
H -5.726 1.192 3.507 0.0 -0.2 -0.1
H -6.015 0.775 1.798 0.2 -0.1 0.2
H -7.141 0.230 3.030 0.2 0.1 0.0
H -5.530 -1.334 3.973 0.1 0.0 -0.1
H -3.316 -0.441 3.777 0.0 -0.1 -0.1
H -3.546 0.052 2.080 -0.2 0.0 0.0
C -6.577 -0.300 -6.553 -0.2 0.0 0.5
C -7.188 0.978 -7.092 0.2 -1.5 0.1
C -6.599 1.416 -8.400 -0.1 -0.4 -0.7
O -6.773 2.821 -8.362 0.0 0.6 0.8
C -6.796 3.175 -7.041 0.1 2.2 0.9
O -6.733 4.322 -6.635 -0.1 -2.5 -0.9
O -6.895 2.072 -6.240 0.1 1.2 -0.5
H -6.651 -1.115 -7.279 -0.1 0.1 0.0
H -5.524 -0.154 -6.287 -0.1 0.1 -0.2
H -7.090 -0.605 -5.635 0.1 0.0 -0.4
H -8.278 0.878 -7.158 0.1 0.1 -0.1
H -7.127 0.986 -9.256 0.1 0.2 0.1
H -5.530 1.199 -8.494 -0.1 -0.1 0.1
```
Forces are in eV/Å.

Summary:
HOMO: -10.62 eV
HOMO-LUMO gap: 0.3754 Eh
LUMO: -0.0148 Ha
Maximum force: 12.53 eV Å⁻¹

From a Mulliken analysis of the wavefunction, the atomic charges in e read: C -1.1360; C 0.1567; C -0.5590; C -0.4991; C -0.6651; C -0.1958; C -0.4299; C 1.3737; O -0.5930; C -0.4683; N -0.5647; C 0.6221; C -0.1614; N -0.6559; C -0.4289; C 0.3821; O -0.4774; O -0.4671; H 0.2434; H 0.3153; H 0.3303; H 0.0254; H 0.0454; H 0.2701; H 0.3434; H 0.2906; H 0.1878; H 0.2473; H 0.2886; H 0.3582; H 0.0560; H 0.1315; H 0.1124; H 0.3931; H -0.0148; H 0.3599; H 0.3418; H 0.3498; C -1.1690; C 0.6466; C -0.3655; O -0.3139; C 0.6033; O -0.5637; O -0.3740; H 0.0941; H 0.3746; H 0.4347; H 0.2428; H 0.3538; H 0.1641; C -1.2650; C 0.5067; C -0.5552; O -0.3343; C 0.4981; O -0.5304; O -0.1345; H 0.3959; H 0.3545; H 0.1871; H 0.2257; H 0.3302; H 0.3159; C -1.4756; C 0.4520; C -0.6983; O -0.1518; C 0.5082; O -0.6084; O -0.3222; H 0.3703; H 0.3538; H 0.3690; H 0.2998; H 0.4896; H 0.3674; C -1.2564; C 0.4882; C -0.4927; O -0.3186; C 0.6197; O -0.5629; O -0.3166; H 0.3928; H 0.3110; H 0.2407; H 0.2700; H 0.3113; H 0.3282